1.
{
  "formula": "C37H34NOOsP2S",
  "method": "the ωB97M-V functional and the def2-TZVPD basis",
  "elements": ["Os", "S", "P", "P", "O", "N", "C", "C", "C", "C", "C", "C", "C", "C", "C", "C", "C", "C", "C", "C", "C", "C", "C", "C", "C", "C", "C", "C", "C", "C", "C", "C", "C", "C", "C", "C", "C", "C", "C", "C", "C", "C", "C", "H", "H", "H", "H", "H", "H", "H", "H", "H", "H", "H", "H", "H", "H", "H", "H", "H", "H", "H", "H", "H", "H", "H", "H", "H", "H", "H", "H", "H", "H", "H", "H", "H", "H"],
  "positions_angstrom": [[-1.070860, 0.358505, 0.447410], [0.642331, -0.629858, 3.109405], [-1.974807, 1.983592, -0.655260], [-0.839435, -1.466566, -0.951380], [-0.382796, -0.891491, 1.957601], [0.742957, 0.801423, -0.391208], [-3.493420, 3.338529, 3.378766], [-3.048976, 3.998500, -2.162327], [2.245258, 1.800827, -1.854287], [-2.247379, 2.739970, 3.215043], [-1.428190, -1.410960, -2.642555], [-1.387938, -3.031187, -0.268189], [-4.273962, 3.654860, 2.270686], [-3.517926, 4.513773, -3.349871], [-3.823816, 3.381253, 0.984976], [-1.391977, -5.431905, -0.432184], [4.250267, -3.111480, 2.055982], [2.416394, 0.472750, -1.923772], [-2.253098, -3.099629, 0.819500], [-1.098530, -1.169813, -5.015394], [-2.458399, -1.370746, -5.220757], [0.617471, 3.236953, -0.588089], [2.983429, -3.686535, 1.957769], [-0.578288, -1.193251, -3.729800], [-1.784370, 2.479728, 1.935036], [-3.304064, -1.591851, -4.141024], [-3.513920, 3.721745, -4.497874], [-0.968682, -4.200238, -0.904538], [-2.250942, -5.497496, 0.659602], [-2.547317, 1.883256, -3.299534], [-2.561412, 2.815575, 0.809861], [1.185763, 2.073219, -0.889467], [1.859721, -2.947249, 2.276949], [-0.080663, -1.561176, 4.447571], [-2.686898, -4.331925, 1.279693], [-2.584391, 2.662354, -2.121960], [-2.792773, -1.610971, -2.853113], [4.404344, -1.794184, 2.461831], [-3.028435, 2.415574, -4.475577], [0.997669, -1.521062, -0.982910], [2.031659, -1.624322, 2.685543], [1.426988, -0.119285, -1.059674], [3.285544, -1.032306, 2.775350], [-4.462887, 3.585870, 0.137827], [-0.327105, -4.157316, -1.778378], [1.442240, -2.159491, -1.744299], [5.123901, -3.704533, 1.820004], [-2.591292, -6.459365, 1.018620], [0.022125, 3.366709, 0.304572], [1.274964, -1.913711, 0.003102], [-3.371997, -4.386789, 2.114960], [0.488838, -1.053616, -3.600445], [-2.857887, -1.373664, -6.226586], [-0.996692, -1.055382, 4.746647], [5.391292, -1.360016, 2.543574], [-0.439304, -1.015760, -5.859353], [-0.741333, 2.138392, 1.825226], [0.635993, -1.559400, 5.269024], [-4.359443, -1.765492, -4.303121], [-1.067331, -6.339316, -0.922711], [-3.023957, 4.616640, -1.276052], [-3.856508, 3.564481, 4.372189], [-3.881252, 5.531118, -3.395814], [0.869583, -3.384436, 2.205219], [2.814049, 2.570427, -2.355968], [0.889811, 4.131694, -1.133698], [-3.455128, -1.807306, -2.017201], [-1.633172, 2.514256, 4.076656], [-2.600062, -2.199356, 1.313722], [3.391529, -0.005159, 3.102904], [-5.243750, 4.113618, 2.408686], [2.881200, -4.718273, 1.648786], [3.144314, -0.081438, -2.495715], [-2.165795, 0.874032, -3.274348], [-0.280972, -2.576653, 4.111372], [-3.025474, 1.822770, -5.379668], [-3.884832, 4.134963, -5.427269]],
  "forces_ev_per_a": [[1.1, 0.0, -0.3], [-0.1, 0.0, 0.0], [-1.3, -0.5, 0.2], [-0.3, 0.1, 0.3], [-0.1, -0.1, 0.0], [0.1, -0.1, -0.3], [0.0, 0.0, -0.1], [0.0, -0.1, 0.0], [0.1, 0.3, -0.1], [0.0, 0.0, 0.0], [0.2, 0.0, -0.1], [0.0, 0.1, 0.0], [0.1, 0.0, 0.0], [0.0, 0.0, 0.0], [0.0, 0.0, 0.1], [0.0, 0.0, 0.0], [0.0, 0.0, 0.0], [0.2, -0.1, 0.0], [0.0, 0.1, 0.1], [0.0, 0.0, -0.1], [0.1, 0.0, 0.0], [0.6, 0.4, 0.3], [0.0, 0.0, 0.0], [0.0, 0.0, 0.1], [0.0, 0.0, 0.2], [0.0, 0.0, 0.1], [0.0, 0.0, 0.0], [0.0, -0.1, 0.0], [0.0, 0.1, 0.0], [-0.1, 0.1, 0.1], [-0.1, 0.1, -0.2], [-0.3, -0.4, 0.0], [0.0, 0.0, 0.0], [0.0, 0.0, 0.0], [0.0, -0.1, 0.0], [0.3, 0.2, -0.2], [-0.1, -0.1, 0.0], [0.0, 0.0, 0.0], [0.0, 0.0, 0.0], [0.2, -0.1, 0.1], [0.0, 0.0, 0.0], [-0.3, 0.3, 0.2], [0.0, 0.0, 0.0], [0.0, 0.0, 0.0], [0.0, 0.0, 0.0], [0.0, 0.0, 0.0], [0.0, 0.0, 0.0], [0.0, 0.0, 0.0], [-0.3, 0.0, -0.2], [0.0, -0.1, 0.0], [0.0, 0.0, 0.0], [0.0, 0.0, 0.0], [0.0, 0.0, 0.0], [0.0, 0.0, 0.0], [0.0, 0.0, 0.0], [0.0, 0.0, 0.0], [0.1, 0.0, 0.0], [0.0, 0.0, 0.0], [0.0, 0.0, 0.0], [0.0, 0.0, 0.0], [0.0, 0.0, 0.0], [0.0, 0.0, 0.0], [0.0, 0.0, 0.0], [0.0, 0.0, 0.0], [0.0, 0.0, 0.0], [0.1, 0.0, 0.1], [0.0, 0.0, 0.0], [0.0, 0.0, 0.0], [0.0, 0.0, 0.0], [0.0, 0.0, 0.0], [0.0, 0.0, 0.0], [0.0, 0.0, 0.0], [0.0, 0.0, 0.0], [0.0, -0.1, 0.0], [0.0, 0.0, 0.0], [0.0, 0.0, 0.0], [0.0, 0.0, 0.0]],
  "homo_ev": -16.702,
  "lumo_energy_ev": -10.4,
  "max_force_ev_per_a": 1.417,
  "total_charge": 3
}

=====

2.
{
  "formula": "C4H9NO",
  "method": "the ωB97M-V functional and the def2-TZVPD basis",
  "elements": ["O", "N", "C", "C", "C", "C", "H", "H", "H", "H", "H", "H", "H", "H", "H"],
  "positions_angstrom": [[-0.698658, 0.418726, 1.631703], [1.504335, -0.714367, 0.646631], [1.895448, 0.214374, -0.407888], [-0.638950, 0.542317, 0.229331], [0.510186, -0.303905, -0.342482], [-1.977704, 0.122527, -0.358858], [-2.171999, -0.933249, -0.138795], [-2.782308, 0.716301, 0.084121], [0.227782, -1.039061, -1.096407], [2.550885, -0.139100, -1.201801], [-1.992721, 0.269492, -1.445262], [0.161758, 0.045591, 1.895860], [-0.452920, 1.596536, -0.038475], [1.848092, -1.654161, 0.478925], [2.096392, 1.227979, -0.066817]],
  "forces_ev_per_a": [[0.2, 0.0, 0.1], [0.1, -0.2, 0.1], [0.1, 0.2, -0.2], [0.0, 0.0, -0.3], [-0.2, 0.0, -0.1], [0.0, 0.0, 0.0], [0.0, 0.1, 0.0], [0.1, -0.1, -0.1], [0.0, 0.1, 0.1], [-0.1, 0.0, 0.1], [0.0, 0.0, 0.1], [-0.1, 0.1, 0.0], [0.0, -0.1, 0.1], [0.0, 0.1, 0.0], [-0.1, -0.1, 0.0]],
  "homo_ev": -9.888,
  "smiles": "C[C@@H](O)[C@H]1CN1",
  "lumo_energy_ev": 1.0,
  "max_force_ev_per_a": 0.353,
  "total_charge": 0
}

=====

3.
{
  "formula": "C4H10NO",
  "method": "the ωB97M-V functional and the def2-TZVPD basis",
  "elements": ["O", "N", "C", "C", "C", "C", "H", "H", "H", "H", "H", "H", "H", "H", "H", "H"],
  "positions_angstrom": [[0.937335, 1.467793, 0.641145], [0.703753, -1.324858, 0.409235], [-0.330248, 1.816744, 0.302099], [0.673081, -1.866225, -0.988380], [-1.293679, 1.918130, 1.304918], [-0.387211, -1.640040, -1.750769], [-0.425766, 2.294808, -0.678396], [1.261134, -1.988821, 0.953408], [-2.322034, 2.171339, 1.051595], [-0.246587, -1.288144, 0.778285], [-0.499093, -2.047692, -2.749790], [1.562103, -2.385700, -1.326321], [1.425054, 2.320947, 0.715952], [-0.968843, 1.922146, 2.343827], [1.135629, -0.375213, 0.467164], [-1.224632, -0.995218, -1.473969]],
  "forces_ev_per_a": [[-1.9, 1.1, 0.2], [0.7, -0.1, -0.7], [2.0, 0.8, 0.2], [-0.8, 0.4, -0.8], [-0.7, 0.1, 0.0], [0.0, 0.3, 0.1], [-0.4, -0.3, 0.0], [-0.1, 0.2, 0.4], [0.0, -0.1, 0.1], [0.1, -0.2, 0.2], [0.4, 0.0, 0.1], [-0.1, -0.1, 0.4], [0.8, -0.4, -0.5], [-0.1, -0.3, 0.0], [-0.1, -1.0, 0.0], [0.1, -0.4, 0.3]],
  "homo_ev": [-18.857, -18.846],
  "lumo_energy_ev": [-10.1, -13.6],
  "multiplicity": 2,
  "max_force_ev_per_a": 2.215,
  "total_charge": 2
}

=====

4.
{
  "formula": "C24H20ClLaNP",
  "method": "the ωB97M-V functional and the def2-TZVPD basis",
  "elements": ["La", "Cl", "P", "N", "C", "C", "C", "C", "C", "C", "C", "C", "C", "C", "C", "C", "C", "C", "C", "C", "C", "C", "C", "C", "C", "C", "C", "C", "H", "H", "H", "H", "H", "H", "H", "H", "H", "H", "H", "H", "H", "H", "H", "H", "H", "H", "H", "H"],
  "positions_angstrom": [[-4.346631, -0.052695, 1.171294], [-3.649270, 1.671688, -0.586887], [0.377098, 0.024584, -0.473568], [-2.896320, -2.840726, -0.561048], [0.280591, 0.031551, -2.278680], [1.346318, -1.414679, 0.034212], [1.710804, -1.533974, 1.396110], [2.251559, -2.727441, 1.867528], [3.192104, 2.737657, 0.809321], [-3.428133, -0.971838, 3.463685], [2.612557, 1.545922, 0.371563], [2.061989, -3.701751, -0.344779], [-3.227485, 1.309704, 3.130913], [1.243100, 0.666482, -3.080921], [1.259843, 1.529685, -0.002777], [1.081075, 3.896178, 0.498550], [2.420653, -3.816617, 1.003245], [-0.856950, -0.564876, -2.868695], [-0.058382, 0.111697, -5.047391], [1.529022, -2.510191, -0.833865], [-3.307515, -1.922937, 0.045694], [-1.020420, -0.521932, -4.247612], [-2.304858, -0.747974, 2.613107], [-2.179504, 0.664360, 2.402604], [1.068119, 0.701910, -4.465204], [2.430326, 3.909438, 0.879430], [-4.004306, 0.300299, 3.775217], [0.491813, 2.718256, 0.052389], [-1.594334, -1.050921, -2.225461], [1.818177, 1.197054, -5.086971], [-1.361949, 1.157086, 1.872467], [2.192469, -4.548493, -1.021911], [-0.558522, 2.693246, -0.250850], [1.554196, -0.693789, 2.075449], [-4.849221, 0.474447, 4.439510], [-1.610165, -1.499771, 2.237513], [2.831172, -4.756055, 1.379740], [3.206920, 0.633603, 0.320270], [2.117336, 1.129131, -2.621402], [-3.359661, 2.393025, 3.218750], [-0.190237, 0.146516, -6.129763], [-1.901659, -0.981747, -4.692989], [4.243419, 2.746792, 1.102945], [1.241736, -2.422984, -1.882575], [-3.760087, -1.940255, 3.839929], [2.538188, -2.809901, 2.915734], [0.479825, 4.804314, 0.552230], [2.885199, 4.836920, 1.233951]],
  "forces_ev_per_a": [[-2.2, 0.2, -1.3], [0.2, 0.8, -0.6], [-1.4, -0.1, 0.5], [-0.7, 1.5, 0.9], [0.2, 0.0, -0.6], [0.5, -0.4, 0.1], [-0.1, -0.3, -0.6], [0.0, 0.0, -0.2], [-0.1, 0.2, 0.1], [0.5, 0.5, 0.4], [-0.3, 0.4, -0.1], [0.0, 0.0, 0.3], [0.6, -0.3, 0.3], [-0.5, -0.3, -0.1], [0.5, 0.4, 0.0], [0.2, -0.1, 0.0], [-0.1, 0.1, -0.2], [0.5, 0.3, 0.3], [0.0, 0.0, 0.2], [0.1, 0.3, 0.5], [1.1, -2.6, -1.5], [0.3, 0.1, -0.1], [0.5, 0.4, 0.8], [0.2, -0.2, 1.1], [-0.1, 0.0, 0.0], [-0.1, -0.2, 0.0], [0.7, -0.1, 0.2], [0.5, -0.5, 0.1], [0.2, 0.1, -0.2], [-0.3, -0.2, 0.1], [-0.5, -0.2, 0.0], [0.0, 0.2, 0.2], [0.3, 0.0, 0.1], [0.0, -0.2, -0.2], [0.2, -0.1, -0.2], [-0.4, 0.3, 0.0], [-0.1, 0.3, -0.1], [-0.2, 0.2, 0.0], [-0.2, -0.1, -0.1], [-0.1, -0.5, -0.1], [0.0, 0.0, 0.3], [0.2, 0.1, 0.0], [-0.3, 0.1, -0.1], [0.1, 0.0, 0.3], [0.0, 0.3, -0.2], [-0.1, 0.0, -0.2], [0.2, -0.2, 0.0], [-0.1, -0.3, -0.1]],
  "homo_ev": -7.340,
  "lumo_energy_ev": -1.0,
  "max_force_ev_per_a": 3.162,
  "total_charge": 0
}